[1]
# C8H20Cl8N3O6

A 7-piece molecular cluster, C8H20Cl8N3O6 overall at a distorted geometry (the ωB97M-V functional and the def2-TZVPD basis, the OMol25 dataset).

```
! RIJCOSX wB97M-V def2-TZVPD def2/J DEFGRID3
* xyz -1 1
N 0.064 -0.398 -0.154
H -0.573 0.360 0.216
H 0.175 -0.440 -1.168
H -0.176 -1.278 0.302
H 0.986 -0.095 0.188
N 0.178 1.033 3.418
O 0.773 2.086 3.813
O 0.730 0.258 2.598
O -0.966 0.767 3.937
N -2.784 2.839 0.336
O -2.047 1.871 -0.059
O -3.987 2.901 -0.064
O -2.379 3.656 1.181
Cl -0.148 0.413 -3.326
C -1.628 0.288 -4.338
C -2.878 0.593 -3.523
Cl -2.843 2.308 -3.075
H -1.643 -0.730 -4.719
H -1.606 1.001 -5.155
H -3.066 -0.119 -2.721
H -3.760 0.479 -4.157
Cl -3.681 -0.627 1.112
C -3.381 -1.450 2.714
C -2.669 -2.778 2.504
Cl -1.093 -2.576 1.695
H -4.366 -1.649 3.134
H -2.860 -0.745 3.363
H -3.226 -3.489 1.899
H -2.472 -3.310 3.435
Cl 2.051 -2.675 -1.021
C 2.321 -4.258 -0.290
C 3.758 -4.714 -0.522
Cl 4.229 -4.954 -2.223
H 1.544 -4.928 -0.641
H 2.295 -4.200 0.799
H 3.919 -5.680 -0.048
H 4.385 -3.974 -0.030
Cl 2.211 6.008 0.320
C 3.381 4.862 -0.385
C 3.576 3.646 0.461
Cl 2.179 2.552 0.293
H 4.278 5.477 -0.486
H 3.027 4.705 -1.401
H 3.725 3.946 1.501
H 4.448 3.017 0.287
*
```

Properties
Energy above the lowest of the compared OMol25 structures with the same formula, charge and spin (eV): 0.0000
E_LUMO (Ha): 0.0722
E_tot (hartree): -4613.86584
Gap between HOMO and LUMO (eV): 6.54

Atomic partial charges in e from the natural (NBO) method, atoms 1 to 8: N -0.907; H 0.512; H 0.427; H 0.439; H 0.451; N 0.708; O -0.519; O -0.610



[2]
# C57H78F5HfN3O3S2

C57H78F5HfN3O3S2 as an isolated structure at a distorted geometry (the ωB97M-V functional and the def2-TZVPD basis, the OMol25 dataset).

```
! RIJCOSX wB97M-V def2-TZVPD def2/J DEFGRID3
* xyz -2 1
Hf -0.395 0.956 -1.296
C -7.085 -2.710 -3.067
C -7.167 -1.259 -2.594
C -8.273 -1.167 -1.534
C -7.552 -0.384 -3.794
C -5.844 -0.766 -2.011
C -4.694 -1.537 -1.956
C -3.485 -1.047 -1.483
C -2.322 -2.008 -1.703
N -1.204 -1.946 -0.769
C -1.570 -2.580 0.490
C -2.064 -1.582 1.510
N -1.108 -0.520 1.734
C 0.144 -0.993 2.275
C 1.369 -0.583 1.471
N 1.350 -0.739 -0.007
C 1.226 -2.161 -0.404
C 0.042 -2.456 -1.319
C 2.688 -0.216 -0.399
C 3.066 -0.317 -1.834
C 4.052 -1.203 -2.239
C 4.508 -1.206 -3.545
C 3.966 -0.237 -4.388
C 2.982 0.683 -4.042
C 2.458 0.603 -2.712
O 1.471 1.324 -2.216
C 2.560 1.693 -5.120
C 1.401 1.137 -5.949
C 3.728 1.979 -6.076
C 2.150 3.031 -4.512
C 5.571 -2.167 -4.072
C 6.790 -1.377 -4.566
C 6.042 -3.146 -2.997
C 4.998 -2.981 -5.240
C -1.761 0.537 2.467
C -1.070 1.871 2.665
C -1.534 2.566 3.777
C -1.109 3.838 4.111
C -0.087 4.359 3.324
C 0.452 3.702 2.225
C -0.134 2.470 1.788
O 0.184 1.927 0.632
C 1.661 4.316 1.515
C 2.821 3.317 1.563
C 1.343 4.653 0.060
C 2.159 5.597 2.196
C -1.739 4.584 5.285
C -3.246 4.739 5.039
C -1.142 5.980 5.469
C -1.526 3.799 6.586
C -3.404 0.283 -0.999
O -2.238 0.756 -0.550
C -4.582 1.071 -0.973
C -5.741 0.524 -1.520
C -4.766 2.507 -0.424
C -5.017 3.447 -1.611
C -3.637 3.111 0.415
C -6.000 2.513 0.498
H -8.054 -3.020 -3.467
H -6.827 -3.384 -2.248
H -6.340 -2.834 -3.854
H -9.236 -1.472 -1.954
H -8.375 -0.149 -1.157
H -8.046 -1.815 -0.685
H -8.465 -0.760 -4.266
H -6.751 -0.375 -4.534
H -7.726 0.649 -3.488
H -4.701 -2.556 -2.324
H -1.936 -1.807 -2.703
H -2.742 -3.030 -1.683
H -0.719 -3.134 0.887
H -2.361 -3.329 0.322
H -2.309 -2.120 2.451
H -2.988 -1.134 1.146
H 0.107 -2.081 2.375
H 0.304 -0.609 3.294
H 2.226 -1.160 1.863
H 1.571 0.465 1.659
H 1.179 -2.769 0.504
H 2.131 -2.472 -0.932
H 0.013 -3.547 -1.504
H 0.191 -1.958 -2.283
H 3.450 -0.729 0.210
H 2.685 0.834 -0.120
H 4.464 -1.878 -1.496
H 4.339 -0.200 -5.404
H 1.715 0.237 -6.490
H 1.083 1.886 -6.682
H 0.548 0.883 -5.320
H 3.976 1.124 -6.709
H 4.630 2.284 -5.538
H 3.436 2.794 -6.741
H 1.268 2.931 -3.891
H 1.933 3.738 -5.318
H 2.955 3.446 -3.900
H 7.191 -0.753 -3.765
H 6.526 -0.721 -5.396
H 7.579 -2.055 -4.908
H 6.518 -2.628 -2.163
H 6.772 -3.839 -3.425
H 5.212 -3.734 -2.601
H 4.651 -2.331 -6.043
H 4.145 -3.577 -4.908
H 5.756 -3.656 -5.649
H -2.019 0.174 3.484
H -2.708 0.710 1.955
H -2.290 2.074 4.386
H 0.318 5.324 3.583
H 2.568 2.428 1.001
H 3.046 3.028 2.594
H 3.718 3.761 1.122
H 1.033 3.777 -0.501
H 2.225 5.082 -0.425
H 0.531 5.382 -0.004
H 2.405 5.441 3.249
H 1.430 6.408 2.127
H 3.064 5.929 1.683
H -3.428 5.279 4.109
H -3.718 5.287 5.861
H -3.733 3.767 4.953
H -1.281 6.593 4.577
H -0.073 5.936 5.684
H -1.634 6.482 6.307
H -1.944 2.794 6.512
H -2.008 4.306 7.427
H -0.461 3.700 6.804
H -6.622 1.155 -1.556
H -4.134 3.499 -2.247
H -5.229 4.456 -1.245
H -5.866 3.116 -2.215
H -2.705 3.216 -0.119
H -3.459 2.543 1.323
H -3.951 4.117 0.715
H -6.926 2.260 -0.022
H -6.123 3.511 0.927
H -5.868 1.803 1.318
S -1.144 0.264 -3.411
F 0.116 8.480 -5.475
C -0.145 7.384 -4.729
C 0.847 6.775 -3.987
F 2.095 7.283 -4.005
C 0.567 5.656 -3.220
F 1.592 5.161 -2.513
C -0.701 5.065 -3.147
S -1.178 3.684 -2.218
C -1.675 5.724 -3.920
F -2.940 5.278 -3.942
C -1.418 6.846 -4.684
F -2.407 7.425 -5.395
*
```

Properties
E_LUMO (Ha): 0.1412
E_tot (hartree): -3952.74116
Gap between HOMO and LUMO (eV): 5.37

Atomic partial charges in e from the Löwdin method, atoms 1 to 8: Hf 1.280; C -0.080; C -0.560; C -0.058; C -0.052; C -0.180; C -0.003; C -0.145